1.
{
  "formula": "C29H56N5O4PS2Si4TeTl",
  "method": "ωB97M-V/def2-TZVPD",
  "gap_ev": 4.21,
  "charge": 1,
  "de_lowest_kj_mol": 220.2,
  "symbols": ["Tl", "C", "S", "C", "S", "N", "N", "C", "C", "C", "C", "C", "C", "N", "H", "H", "H", "H", "H", "H", "H", "H", "N", "C", "O", "C", "C", "C", "N", "C", "C", "H", "H", "H", "H", "H", "H", "C", "C", "O", "P", "O", "C", "C", "O", "C", "C", "H", "H", "H", "H", "H", "H", "H", "H", "H", "H", "H", "H", "H", "H", "H", "C", "Si", "C", "C", "Si", "Te", "Si", "C", "C", "C", "Si", "C", "C", "C", "H", "H", "H", "H", "H", "H", "H", "H", "H", "H", "H", "H", "H", "H", "H", "H", "H", "H", "H", "H", "H", "H", "H", "H", "H", "H", "H"],
  "coordinates": [[-0.068, -0.778, 1.527], [-5.090, -3.943, 0.454], [-5.142, -2.548, 1.606], [-3.455, -2.075, 1.853], [-2.174, -2.841, 1.046], [-3.431, -1.112, 2.744], [-2.285, -0.445, 2.937], [-2.275, 0.376, 3.923], [-1.120, 1.217, 4.203], [-1.205, 2.231, 5.162], [-0.109, 3.041, 5.391], [1.059, 2.813, 4.675], [1.064, 1.782, 3.750], [0.009, 1.014, 3.510], [-5.839, -4.660, 0.782], [-4.099, -4.386, 0.484], [-5.318, -3.600, -0.552], [-3.146, 0.472, 4.570], [-2.129, 2.378, 5.704], [-0.155, 3.843, 6.116], [1.943, 3.415, 4.835], [1.958, 1.551, 3.178], [0.892, -3.590, 8.601], [1.817, -3.533, 7.613], [2.968, -3.889, 7.766], [1.347, -2.998, 6.287], [2.309, -2.481, 5.427], [1.919, -2.019, 4.185], [0.655, -2.059, 3.761], [-0.265, -2.556, 4.582], [0.031, -3.040, 5.847], [1.181, -3.940, 9.498], [-0.034, -3.217, 8.511], [3.342, -2.458, 5.747], [2.643, -1.613, 3.489], [-1.280, -2.583, 4.202], [-0.763, -3.455, 6.454], [5.996, -0.868, 2.023], [5.701, -1.809, 0.865], [4.667, -1.305, 0.006], [3.128, -1.282, 0.575], [2.838, 0.311, 0.697], [3.087, 1.235, -0.366], [2.792, 2.630, 0.145], [2.381, -1.526, -0.861], [2.262, -2.879, -1.311], [0.865, -3.101, -1.855], [6.845, -1.239, 2.595], [5.127, -0.799, 2.680], [6.226, 0.128, 1.646], [5.415, -2.793, 1.248], [6.577, -1.923, 0.229], [2.435, 0.985, -1.209], [4.125, 1.140, -0.692], [1.746, 2.703, 0.448], [2.995, 3.369, -0.631], [3.417, 2.851, 1.010], [2.460, -3.573, -0.487], [3.016, -3.051, -2.083], [0.123, -2.969, -1.066], [0.776, -4.111, -2.254], [0.662, -2.385, -2.653], [2.320, 2.853, -3.920], [0.478, 3.262, -3.849], [0.083, 4.485, -2.470], [-0.097, 3.943, -5.512], [-0.640, 1.210, -3.354], [-1.762, 0.974, -1.167], [-0.866, -0.588, -4.907], [0.896, -1.112, -5.340], [-1.738, 0.072, -6.449], [-1.904, -1.963, -4.139], [-3.905, 1.904, -2.256], [-5.041, 0.443, -2.564], [-4.637, 3.173, -1.086], [-3.440, 2.750, -3.885], [2.906, 3.773, -3.970], [2.558, 2.262, -4.806], [2.655, 2.292, -3.046], [0.778, 5.327, -2.492], [0.157, 4.018, -1.486], [-0.925, 4.891, -2.570], [0.431, 4.875, -5.727], [-1.165, 4.164, -5.523], [0.112, 3.255, -6.333], [1.401, -0.343, -5.928], [0.875, -2.025, -5.937], [1.504, -1.309, -4.455], [-1.300, 1.002, -6.816], [-2.800, 0.247, -6.267], [-1.663, -0.664, -7.252], [-1.792, -2.009, -3.055], [-1.622, -2.937, -4.542], [-2.962, -1.810, -4.356], [-5.020, -0.259, -1.728], [-4.753, -0.098, -3.466], [-6.072, 0.784, -2.688], [-4.864, 2.741, -0.110], [-5.568, 3.557, -1.509], [-3.963, 4.016, -0.932], [-2.950, 2.066, -4.589], [-2.779, 3.601, -3.711], [-4.342, 3.128, -4.372]]
}



2.
{
  "formula": "C5H10N2",
  "method": "ωB97M-V/def2-TZVPD",
  "gap_ev": 9.49,
  "smiles": "C=N/C=C/CCN",
  "de_lowest_kj_mol": 300.2,
  "symbols": ["C", "N", "C", "C", "C", "C", "N", "H", "H", "H", "H", "H", "H", "H", "H", "H", "H"],
  "coordinates": [[-0.128, 0.445, -3.112], [0.236, -0.600, -2.413], [0.282, -0.373, -0.987], [-0.771, -0.281, -0.217], [-0.914, 0.157, 1.224], [0.106, -0.407, 2.208], [1.152, 0.685, 2.561], [0.192, 1.462, -2.805], [-0.661, 0.219, -4.023], [1.220, -0.734, -0.717], [-1.679, -0.355, -0.785], [-0.799, 1.186, 1.293], [-1.897, -0.052, 1.566], [-0.325, -0.688, 3.200], [0.628, -1.327, 1.966], [0.704, 1.547, 2.986], [1.443, 0.895, 1.587]]
}



3.
{
  "formula": "C4H15N2O",
  "method": "ωB97M-V/def2-TZVPD",
  "gap_ev": 9.94,
  "charge": 1,
  "de_lowest_kj_mol": 83.1,
  "symbols": ["N", "C", "C", "N", "C", "C", "H", "H", "H", "H", "H", "H", "H", "H", "H", "H", "H", "H", "H", "H", "H", "O"],
  "coordinates": [[-1.701, 0.107, -0.084], [-1.277, -0.248, 1.284], [0.246, -0.438, 1.285], [0.668, -1.119, 0.093], [1.726, -0.544, -0.719], [3.111, -0.395, -0.030], [-2.709, 0.192, -0.200], [-1.259, -0.554, -0.746], [-1.344, 1.020, -0.382], [-1.622, 0.525, 1.974], [-1.777, -1.188, 1.509], [0.456, -1.011, 2.191], [0.749, 0.517, 1.458], [0.782, -2.113, 0.216], [1.353, 0.407, -1.113], [1.846, -1.161, -1.606], [3.038, -0.786, 0.976], [3.837, -0.976, -0.586], [3.425, 0.646, -0.018], [-2.818, 2.493, -2.511], [-3.791, 2.504, -1.373], [-2.937, 2.123, -1.618]]
}



4.
{
  "formula": "C4H6N2S",
  "method": "ωB97M-V/def2-TZVPD",
  "gap_ev": 9.04,
  "smiles": "Nc1ccc(S)[nH]1",
  "de_lowest_kj_mol": 41.8,
  "symbols": ["N", "C", "C", "C", "C", "S", "N", "H", "H", "H", "H", "H", "H"],
  "coordinates": [[0.333, 2.241, 0.435], [0.280, 0.843, 0.309], [0.736, -0.210, 1.059], [0.322, -1.408, 0.418], [-0.373, -1.057, -0.715], [-1.069, -2.048, -1.982], [-0.396, 0.319, -0.767], [0.308, 2.500, 1.436], [1.227, 2.643, 0.059], [1.267, -0.115, 1.972], [0.537, -2.436, 0.772], [-2.293, -2.147, -1.516], [-0.881, 0.875, -1.481]]
}



5.
{
  "formula": "C10H16N3O2",
  "method": "ωB97M-V/def2-TZVPD",
  "gap_ev": 7.74,
  "charge": 1,
  "de_lowest_kj_mol": 320.4,
  "symbols": ["C", "C", "C", "C", "C", "C", "C", "C", "C", "C", "N", "N", "N", "O", "O", "H", "H", "H", "H", "H", "H", "H", "H", "H", "H", "H", "H", "H", "H", "H", "H"],
  "coordinates": [[2.727, 0.620, -0.825], [3.846, -0.538, 0.546], [0.282, -1.952, -1.002], [-0.539, -1.091, -0.556], [-2.678, -0.174, -0.007], [2.422, 1.603, -1.850], [4.745, -1.468, 1.298], [-4.077, -0.538, -0.514], [-3.573, 1.544, 1.456], [0.510, 0.346, 0.515], [3.956, 0.115, -0.539], [-1.729, -0.769, -0.680], [1.853, 0.210, 0.169], [2.546, -0.638, 1.001], [-2.494, 0.757, 0.951], [-0.228, -2.710, -1.689], [1.394, -2.070, -0.810], [1.401, 1.611, -2.019], [2.894, 2.537, -1.469], [2.855, 1.283, -2.778], [4.738, -2.540, 0.862], [5.849, -1.145, 1.358], [4.312, -1.392, 2.336], [-3.996, -1.310, -1.217], [-4.497, -1.005, 0.390], [-4.821, 0.280, -0.725], [-4.219, 1.003, 2.123], [-4.107, 2.031, 0.567], [-3.069, 2.361, 1.927], [0.289, 0.277, 1.541], [0.052, 1.099, -0.105]]
}



6.
{
  "formula": "C5H13N3",
  "method": "ωB97M-V/def2-TZVPD",
  "gap_ev": 8.55,
  "smiles": "C/C(CN)=N\\N(C)C",
  "de_lowest_kj_mol": 267.7,
  "symbols": ["C", "C", "C", "N", "N", "N", "C", "C", "H", "H", "H", "H", "H", "H", "H", "H", "H", "H", "H", "H", "H"],
  "coordinates": [[0.920, 1.780, -0.469], [0.916, 0.295, -0.169], [2.328, -0.200, -0.015], [2.325, -1.609, 0.323], [0.012, -0.584, -0.101], [-1.291, -0.171, -0.117], [-2.224, -1.093, -0.703], [-1.770, 0.550, 0.998], [-0.078, 2.009, -0.939], [1.674, 2.039, -1.215], [1.084, 2.478, 0.380], [2.962, -0.255, -0.870], [2.892, 0.480, 0.653], [1.517, -1.970, -0.306], [1.802, -1.706, 1.163], [-3.215, -0.608, -0.819], [-1.921, -1.519, -1.674], [-2.331, -1.926, 0.081], [-1.935, -0.216, 1.757], [-0.979, 1.250, 1.377], [-2.689, 0.975, 0.664]]
}



7.
{
  "formula": "C17H30N8OSSe4Ti",
  "method": "ωB97M-V/def2-TZVPD",
  "gap_ev": [5.19, 7.08],
  "spin_multiplicity": 3,
  "symbols": ["Ti", "S", "C", "C", "C", "C", "C", "C", "C", "C", "C", "N", "H", "H", "H", "H", "H", "H", "Se", "Se", "Se", "Se", "N", "C", "C", "N", "H", "H", "H", "H", "H", "H", "H", "H", "N", "C", "C", "N", "H", "H", "H", "H", "H", "H", "H", "H", "H", "C", "N", "C", "C", "O", "N", "C", "N", "H", "H", "H", "H", "H", "H", "H"],
  "coordinates": [[1.711, -0.860, -1.117], [-1.900, -2.840, -2.852], [-1.238, -4.095, -1.868], [-0.194, -3.652, -1.113], [0.126, -2.264, -1.284], [-0.747, -1.706, -2.196], [-0.698, -0.308, -2.566], [-1.517, 0.286, -3.511], [-1.414, 1.638, -3.800], [-0.447, 2.377, -3.090], [0.359, 1.747, -2.187], [0.297, 0.405, -1.891], [-1.630, -5.100, -1.940], [0.372, -4.309, -0.463], [-2.242, -0.331, -4.029], [-2.051, 2.104, -4.537], [-0.323, 3.439, -3.252], [1.097, 2.311, -1.629], [2.703, -1.427, -3.495], [3.356, -3.173, -2.080], [4.342, -2.136, -0.211], [2.577, -1.493, 1.226], [2.184, 2.004, 1.262], [3.254, 2.630, 0.471], [4.110, 1.627, -0.276], [3.363, 0.906, -1.317], [2.169, 2.402, 2.194], [2.391, 1.012, 1.394], [3.926, 3.203, 1.116], [2.825, 3.348, -0.240], [4.508, 0.886, 0.421], [4.960, 2.166, -0.706], [3.998, 0.289, -1.820], [3.024, 1.554, -2.022], [-2.391, 3.768, 0.284], [-1.621, 3.764, 1.522], [-1.275, 2.333, 1.892], [-0.606, 1.668, 0.759], [-2.427, 4.685, -0.139], [-3.343, 3.458, 0.433], [-0.959, 2.037, -0.130], [-2.123, 4.235, 2.374], [-0.696, 4.318, 1.348], [-2.167, 1.753, 2.139], [-0.609, 2.290, 2.753], [0.421, 1.818, 0.804], [-0.789, 0.637, 0.811], [-2.289, -4.227, 2.448], [-1.631, -2.946, 2.349], [-0.763, -2.372, 3.357], [-0.505, -0.989, 2.769], [0.229, -0.144, 3.247], [-1.211, -0.864, 1.599], [-1.867, -2.010, 1.418], [-2.731, -2.189, 0.412], [-1.700, -4.871, 3.098], [-2.328, -4.710, 1.470], [-3.300, -4.143, 2.853], [0.181, -2.911, 3.448], [-1.243, -2.303, 4.336], [-2.564, -1.586, -0.383], [-2.947, -3.134, 0.139]]
}



8.
{
  "formula": "C31H47N10O5PS",
  "method": "ωB97M-V/def2-TZVPD",
  "gap_ev": 8.54,
  "symbols": ["C", "C", "C", "C", "C", "C", "O", "S", "O", "O", "O", "C", "C", "C", "C", "P", "C", "O", "H", "H", "H", "H", "H", "H", "H", "H", "H", "H", "H", "H", "H", "H", "H", "H", "H", "C", "C", "N", "H", "H", "H", "C", "C", "N", "H", "H", "H", "C", "C", "N", "H", "H", "H", "C", "C", "N", "H", "H", "H", "C", "C", "N", "H", "H", "H", "C", "C", "N", "H", "H", "H", "C", "C", "N", "H", "H", "H", "C", "C", "N", "H", "H", "H", "C", "C", "N", "H", "H", "H", "C", "C", "N", "H", "H", "H"],
  "coordinates": [[-0.418, 6.267, -0.375], [0.266, 5.502, -1.047], [1.026, 4.372, -1.855], [0.187, 3.010, -1.612], [0.698, 2.416, -0.222], [-0.423, 1.786, 0.694], [-0.932, 2.554, 1.842], [-1.926, 1.389, 2.542], [-3.105, 1.878, 3.263], [-1.129, 0.518, 3.439], [-2.205, 0.329, 1.259], [-1.611, 0.963, 0.060], [-1.268, -0.242, -0.917], [-0.004, -1.088, -0.433], [1.026, -1.420, -1.300], [-3.129, 1.852, -0.664], [-3.258, 3.627, 0.015], [-2.950, 2.035, -2.370], [-0.854, 6.904, 0.425], [1.089, 4.662, -2.941], [2.047, 4.307, -1.356], [-0.896, 3.324, -1.619], [0.405, 2.306, -2.481], [1.468, 1.617, -0.481], [1.237, 3.257, 0.326], [0.168, 0.971, 1.245], [-0.975, 0.169, -1.939], [-2.161, -0.929, -1.087], [0.034, -1.369, 0.670], [0.762, -1.646, -2.372], [2.078, -1.395, -0.884], [-4.097, 4.179, -0.515], [-2.276, 4.187, -0.003], [-3.610, 3.502, 1.095], [-3.873, 1.992, -2.705], [1.842, -0.510, 5.162], [2.791, -1.418, 4.463], [3.528, -2.121, 3.920], [1.181, -0.036, 4.435], [1.241, -1.076, 5.873], [2.395, 0.262, 5.698], [-7.622, 4.471, -0.458], [-6.675, 3.554, -1.150], [-5.941, 2.843, -1.687], [-8.264, 4.961, -1.190], [-8.241, 3.908, 0.239], [-7.066, 5.230, 0.093], [6.599, -3.619, 5.423], [7.548, -4.525, 4.720], [8.284, -5.228, 4.175], [5.935, -3.142, 4.700], [6.000, -4.188, 6.134], [7.151, -2.848, 5.961], [-1.030, -3.985, -3.977], [0.185, -3.139, -4.112], [1.123, -2.471, -4.218], [-1.743, -3.504, -3.306], [-1.499, -4.121, -4.951], [-0.767, -4.959, -3.570], [-1.476, -5.527, -0.234], [-1.595, -6.248, -1.532], [-1.693, -6.823, -2.544], [-2.462, -5.205, 0.102], [-1.041, -6.187, 0.517], [-0.836, -4.652, -0.354], [10.689, -5.284, 1.591], [11.638, -6.191, 0.888], [12.374, -6.895, 0.343], [10.027, -4.808, 0.868], [10.089, -5.852, 2.302], [11.242, -4.513, 2.128], [4.788, -3.230, 0.668], [4.753, -1.883, 0.034], [4.726, -0.838, -0.458], [4.741, -3.129, 1.753], [3.937, -3.822, 0.328], [5.710, -3.745, 0.397], [4.948, 4.217, -3.929], [4.497, 5.233, -2.939], [4.148, 6.022, -2.170], [5.653, 4.667, -4.628], [5.436, 3.389, -3.414], [4.091, 3.835, -4.484], [-5.471, -0.185, -3.295], [-4.580, -1.247, -3.838], [-3.887, -2.070, -4.259], [-5.303, -0.071, -2.223], [-5.263, 0.763, -3.791], [-6.514, -0.453, -3.465], [-10.309, 1.996, 2.838], [-10.308, 3.344, 2.206], [-10.308, 4.390, 1.717], [-10.373, 2.095, 3.922], [-11.164, 1.420, 2.481], [-9.391, 1.466, 2.582]]
}



no.,molecular weight (g/mol)
1,1078.23
2,98.15
3,107.18
4,114.17
5,210.26
6,115.18
7,758.26
8,702.82